No. 1
Molecular formula: H5NO
Method: DFT, the ωB97M-V functional and the def2-TZVPD basis

Properties
Kohn-Sham gap: 10.42 eV
Energy relative to the best compared isomer or geometry (same formula, charge and spin): 0.480 eV
HOMO level: -9.59 eV
Total charge: 0

The geometry in XYZ format:
```
7
H5NO | the Open Molecules 2025 dataset | the ωB97M-V functional and the def2-TZVPD basis
H -0.67 -0.44 -0.19
H 1.96 -0.74 0.25
O 1.63 0.00 -0.21
H 2.24 0.76 -0.07
H -2.33 -0.52 0.16
N -1.49 0.05 -0.26
H -1.35 0.89 0.31
```

No. 2
Molecular formula: C31H58N4O15
Method: DFT, the ωB97M-V functional and the def2-TZVPD basis

Properties
Kohn-Sham gap: 10.35 eV
HOMO level: -10.00 eV
Total charge: 0

The geometry in XYZ format:
```
108
C31H58N4O15 | the Open Molecules 2025 dataset | the ωB97M-V functional and the def2-TZVPD basis
N -13.85 13.42 11.23
C -10.98 10.11 11.07
C -15.21 11.79 8.87
C -10.86 17.23 5.80
O -13.86 9.18 13.57
H -14.50 11.49 5.44
C -3.78 17.87 11.72
C -12.74 6.21 15.38
O -9.76 17.98 5.74
C -10.65 8.67 10.61
H -11.69 6.51 15.75
H -14.35 11.38 9.34
H -7.36 20.13 8.24
O -9.90 12.97 7.36
H -11.87 6.85 10.62
H -11.80 17.64 6.28
C -11.15 15.08 9.31
O -6.18 18.65 10.85
C -15.36 16.81 5.84
H -12.49 5.30 14.82
H -15.36 17.10 4.83
N -17.49 10.51 8.76
O -12.71 8.99 15.77
H -8.68 17.74 12.23
H -3.00 17.34 12.24
H -12.64 8.10 11.63
C -12.41 16.04 9.00
O -8.15 12.51 8.98
H -12.26 13.67 3.78
N -10.06 12.26 13.08
C -16.50 11.11 8.83
H -14.23 13.22 7.66
C -8.47 17.00 11.55
H -11.92 16.90 8.52
H -13.22 15.67 8.48
O -4.83 16.92 11.75
H -13.02 10.85 14.17
H -8.49 14.50 8.78
C -8.61 9.65 17.06
C -12.03 7.91 10.73
H -12.55 12.80 5.28
H -15.51 12.59 9.50
O -8.02 18.93 6.84
H -10.71 16.18 6.05
H -13.86 11.16 12.71
O -14.81 14.13 4.67
H -8.97 11.76 16.70
H -7.11 13.69 8.00
C -7.29 19.10 8.01
O -14.17 16.08 6.06
H -7.85 11.09 15.67
H -3.97 18.72 12.42
C -6.00 17.34 11.42
H -9.47 9.68 17.78
C -13.91 10.57 13.64
H -11.78 10.50 10.48
O -13.28 7.14 14.41
H -9.86 9.53 14.65
H -8.56 17.35 10.54
H -11.29 17.01 4.79
H -3.39 18.09 10.71
H -14.82 10.84 14.23
C -13.88 14.94 5.40
H -9.97 8.32 11.34
H -10.45 15.59 10.04
C -8.81 17.85 6.70
H -10.79 13.74 10.88
H -6.24 18.90 8.01
H -7.77 9.75 17.75
H -11.02 13.53 4.86
H -11.24 12.85 9.57
H -7.76 18.62 8.82
H -10.26 8.80 9.53
C -12.94 8.36 9.69
H -10.84 10.53 15.70
C -13.34 8.43 14.59
O -8.64 16.74 7.60
C -12.10 13.58 4.81
C -14.97 12.37 7.52
C -12.84 13.63 10.72
C -10.64 10.38 7.37
N -13.67 8.76 8.91
H -13.33 5.86 16.19
C -8.74 10.89 16.14
C -11.47 13.80 10.09
C -14.40 11.27 6.56
H -10.60 14.85 8.52
C -7.68 13.78 8.91
C -9.96 11.49 13.94
O -7.08 16.55 11.70
H -16.16 16.06 6.12
H -8.64 8.79 16.43
H -7.21 14.09 9.81
H -14.97 10.39 6.53
C -9.88 10.55 15.08
H -15.85 12.83 7.21
H -13.33 11.05 6.70
O -9.57 10.87 8.18
H -10.19 10.78 10.90
H -9.10 16.10 11.72
C -9.14 12.08 8.16
O -12.64 14.60 5.54
H -12.82 16.44 9.86
H -11.16 10.03 12.12
H -10.72 10.92 6.41
H -10.57 9.30 7.31
H -15.56 17.67 6.42
H -11.50 10.56 7.92
```

No. 3
Molecular formula: C5H8OS
Method: DFT, the ωB97M-V functional and the def2-TZVPD basis

Properties
Kohn-Sham gap (spin up / spin down): 7.13 / 6.77 eV
Energy relative to the best compared isomer or geometry (same formula, charge and spin): 5.935 eV
HOMO level (spin up / spin down): -7.82 / -7.31 eV
Total charge: 0

The geometry in XYZ format:
```
15
C5H8OS | the Open Molecules 2025 dataset | the ωB97M-V functional and the def2-TZVPD basis
H 1.39 -0.12 1.59
H 3.65 0.69 1.03
C 1.04 -1.13 -0.24
C 1.77 -0.36 0.72
S -0.40 -1.85 0.13
H -1.29 2.23 0.62
H -1.66 1.87 -1.05
H 3.50 -0.05 -0.59
H 1.40 -1.23 -1.32
C -1.91 1.70 -0.07
O -2.15 0.49 0.37
C 3.02 0.14 0.38
H -2.87 -0.48 -1.41
H -2.85 -1.41 0.17
C -2.65 -0.49 -0.32
```

No. 4
Molecular formula: C5H9NO
Method: DFT, the ωB97M-V functional and the def2-TZVPD basis

Properties
Kohn-Sham gap: 11.35 eV
Energy relative to the best compared isomer or geometry (same formula, charge and spin): 2.847 eV
HOMO level: -10.65 eV
Total charge: 0

The geometry in XYZ format:
```
16
C5H9NO | the Open Molecules 2025 dataset | the ωB97M-V functional and the def2-TZVPD basis
C -0.80 0.57 -1.34
H -1.45 1.11 -0.64
H -1.30 -0.36 -1.62
C -0.41 -0.29 1.57
C 0.59 0.30 -0.74
H 1.66 -0.35 0.95
C 0.68 -0.59 0.56
O 1.22 1.53 -0.40
C 0.01 -2.42 -0.44
H -0.70 1.19 -2.23
H 0.54 2.14 -0.08
H -0.27 -0.91 2.46
H -0.34 0.76 1.87
N 0.80 -2.09 0.39
H 1.21 -0.15 -1.51
H -1.43 -0.46 1.20
```

Q: total charge of number 3 (C5H8OS)?
A: 0

Copy entry 1 word for word.
Molecular formula: H5NO
Method: DFT, the ωB97M-V functional and the def2-TZVPD basis

Properties
Kohn-Sham gap: 10.42 eV
Energy relative to the best compared isomer or geometry (same formula, charge and spin): 0.480 eV
HOMO level: -9.59 eV
Total charge: 0

The geometry in XYZ format:
```
7
H5NO | the Open Molecules 2025 dataset | the ωB97M-V functional and the def2-TZVPD basis
H -0.67 -0.44 -0.19
H 1.96 -0.74 0.25
O 1.63 0.00 -0.21
H 2.24 0.76 -0.07
H -2.33 -0.52 0.16
N -1.49 0.05 -0.26
H -1.35 0.89 0.31
```

Q: Look up the total charge of the third one.
A: 0